(1)
Computed, not measured: C13H19FN2O8P2Rh as an isolated structure, with wB97M-V/def2-TZVPD.

For the HOMO energy, the calculation gives -11.651 eV. The value obtained for the max |F| is 0.7 eV Å⁻¹. The value obtained for the total energy is -2111.26758 Ha. The energy relative to the best compared isomer or geometry (same formula, charge and spin) comes out at 9.2 kcal/mol. Its HOMO-LUMO gap is 7.320 eV. Its charge is +1.

Structure (XYZ):
```
46
Properties=species:S:1:pos:R:3:forces:R:3:lowdin_charge:R:1
Rh 0.14436 0.41300 0.77044 -0.086 0.211 -0.699 1.100
C 3.14287 -0.08222 3.43513 -0.001 0.000 0.010 -0.046
C 2.50416 -1.24283 2.67608 0.058 -0.022 0.078 -0.598
O 2.95654 -2.43615 3.28154 -0.072 0.015 0.021 -0.015
P 2.97636 -1.19122 0.90930 0.024 -0.019 -0.073 0.468
O 4.54346 -1.19748 0.95788 -0.063 0.041 0.044 -0.051
O 2.62665 -2.61676 0.30863 -0.016 0.000 0.012 -0.087
O 2.34099 -0.05259 0.18961 -0.055 0.073 0.234 -0.324
P 0.66062 -1.09178 2.69998 -0.002 -0.166 -0.016 0.419
O 0.15931 -1.94804 3.90580 -0.005 0.046 -0.009 -0.039
O 0.11754 -1.60298 1.35802 0.085 -0.098 0.143 -0.358
O 0.24774 0.39740 2.75413 0.167 -0.084 0.349 -0.324
H 4.22341 -0.21354 3.42945 0.000 -0.008 0.002 0.097
H 2.80247 -0.08867 4.47081 -0.003 -0.007 0.000 0.099
H 2.88692 0.87493 2.98480 0.002 -0.001 -0.002 0.087
H 2.60342 -3.21492 2.83335 0.032 -0.018 -0.048 0.108
H 5.00813 -1.40970 0.13907 0.035 -0.019 -0.058 0.118
H 1.67785 -2.69980 0.11927 0.006 -0.001 0.000 0.090
H -0.13064 -1.49402 4.70598 -0.063 0.030 0.055 0.123
N 0.29539 2.36849 0.49042 0.064 0.004 -0.135 0.108
C 0.35840 3.49566 0.25727 -0.010 0.141 0.017 -0.160
N 0.42949 4.76606 0.00315 -0.016 -0.049 -0.008 -0.067
C 0.01580 5.78429 0.98575 0.005 -0.025 -0.005 -0.084
C -0.95869 6.73250 0.31009 -0.018 0.026 -0.007 -0.180
O -0.39367 7.26479 -0.87080 0.006 -0.010 -0.001 -0.112
C -0.13875 6.25437 -1.82629 -0.013 0.027 -0.010 -0.179
C 0.89482 5.27420 -1.30106 0.025 -0.014 0.039 -0.083
H 0.90540 6.32552 1.31380 0.002 -0.001 0.000 0.138
H -0.43722 5.28925 1.84292 -0.004 -0.001 -0.002 0.135
H -1.17917 7.57228 0.96639 -0.001 -0.001 -0.003 0.137
H -1.89431 6.20756 0.07824 0.002 -0.002 0.003 0.133
H 0.23457 6.74744 -2.72180 -0.002 0.000 0.002 0.137
H -1.06761 5.72495 -2.07342 0.001 -0.003 -0.002 0.134
H 1.85240 5.77657 -1.15118 0.003 0.000 -0.006 0.138
H 1.03288 4.43578 -1.98118 -0.002 0.000 -0.002 0.137
F -5.76538 0.69758 -0.15048 -0.008 -0.005 0.000 0.078
C -4.46008 0.62928 0.14687 -0.008 0.044 0.015 -0.279
C -3.70894 -0.39708 -0.38374 0.088 -0.068 0.003 0.006
C -2.35484 -0.46494 -0.05994 -0.290 0.078 -0.038 -0.091
C -1.80070 0.51829 0.74403 0.195 -0.101 0.056 -0.273
C -2.57215 1.53023 1.29270 -0.106 -0.017 0.064 -0.094
C -3.92379 1.58948 0.99016 0.033 -0.018 0.009 0.003
H -4.17787 -1.14091 -1.01284 -0.013 0.008 -0.001 0.127
H -1.76431 -1.29687 -0.42314 0.022 -0.008 -0.022 0.099
H -2.13250 2.26104 1.95821 0.007 0.021 -0.011 0.100
H -4.56431 2.36147 1.39424 -0.005 -0.001 -0.001 0.125
```
Forces are in eV/Å.


(2)
Computed, not measured: C5H7NO in the gas phase at a distorted geometry, with wB97M-V/def2-TZVPD.

For the HOMO energy, the calculation gives -9.822 eV. The value obtained for the max |F| is 3.3 eV Å⁻¹. The value obtained for the total energy is -324.62093 Ha. The energy relative to the best compared isomer or geometry (same formula, charge and spin) comes out at 65.0 kcal/mol. Its HOMO-LUMO gap is 10.647 eV. The SMILES is C#CCCNC=O. Its charge is 0.

Structure (XYZ):
```
14
Properties=species:S:1:pos:R:3:forces:R:3:lowdin_charge:R:1
O -0.45890 1.38833 -1.92422 -0.844 -0.043 0.352 0.024
C -0.66058 0.19859 -1.77508 1.264 0.201 -1.793 -0.368
N 0.26831 -0.60026 -1.18743 -0.263 -0.080 0.044 -0.011
C 1.19038 0.06819 -0.29611 0.405 -0.003 -0.322 -0.211
C 0.45742 0.64325 0.89937 -1.455 -0.588 -0.044 -0.164
C -0.78530 -0.23921 1.07973 1.508 0.721 2.838 -0.139
C -1.37591 -0.81379 1.96561 0.020 0.218 -0.961 0.127
H -1.40858 -0.37218 -2.34909 -0.431 0.175 0.419 0.135
H -0.07632 -1.49953 -0.88968 0.117 -0.106 0.001 0.124
H 1.65795 0.87264 -0.84784 0.342 -0.023 -0.169 0.116
H 1.92541 -0.67458 0.00440 0.134 0.119 0.104 0.121
H 1.09708 0.67408 1.80469 -0.625 -0.251 -0.420 0.121
H 0.03241 1.63526 0.75070 0.481 0.163 -0.371 0.107
H -1.86338 -1.28081 2.76496 -0.652 -0.502 0.322 0.019
```
Forces are in eV/Å.


Which value of charge does entry 1 give? +1


Among the records above, which one has the highest max |F|? C5H7NO


Which value of max |F| does entry 2 give? 3.3 eV Å⁻¹


Which of these has the lowest charge? C5H7NO